Here is a structure of composition C35H42N9O2Pd from the OMol25 dataset. Energies are from ωB97M-V with the def2-TZVPD basis set.

## Properties
total charge: +1
HOMO energy (alpha / beta): -8.2 / -9.9 eV
spin multiplicity: 5
energy above the lowest of the compared OMol25 structures with the same formula, charge and spin: 38.8 kcal per mole
expectation value of S²: 6.02
maximum force: 0.4 eV Å⁻¹
E_tot: -2129.7840 hartree

Geometry as XYZ:
```
89
Properties=species:S:1:pos:R:3:forces:R:3:lowdin_charge:R:1
C -4.518755 -4.258545 1.325343 0.0 0.0 0.0 -0.078
H 5.016710 1.569907 -2.922561 0.0 0.0 0.0 0.086
C -2.791306 0.562433 -0.713769 -0.1 0.1 0.1 -0.654
C -4.443532 -5.570571 1.779470 0.0 0.0 0.0 -0.085
H 3.272235 3.640146 -0.249984 0.0 0.0 0.0 0.083
C 4.211785 -1.919269 3.251491 0.0 0.0 0.0 -0.058
O -2.398754 -0.152041 0.236715 0.1 0.0 -0.2 -0.077
H -1.252898 1.481370 1.489432 0.0 0.0 0.0 0.082
H 2.591374 0.976900 4.286504 0.0 0.0 0.0 0.083
C -3.368693 -3.499998 1.193069 0.0 0.0 0.0 -0.041
H 4.736024 -0.349392 4.575627 0.0 0.0 0.0 0.126
C -0.831587 -3.323068 -1.014585 -0.1 0.1 0.1 -0.083
H 4.395294 -2.927745 -1.209668 0.0 0.0 0.0 0.172
C -6.297779 1.769215 -1.301243 0.0 0.0 0.0 -0.144
N 0.716940 0.901337 1.099107 0.0 0.1 0.2 -0.018
H -6.239439 1.293719 -3.446952 0.0 0.0 0.0 0.128
C 2.462751 -2.069501 -1.231589 0.0 0.0 0.0 -0.101
H 1.925233 -2.658563 -1.959343 0.0 0.0 0.0 0.132
H 3.976708 -2.553211 4.107493 0.0 0.0 0.0 0.084
C -2.057924 -5.354243 1.966081 0.0 0.0 0.0 -0.044
C 4.760681 2.153748 -0.862675 0.0 0.0 0.0 -0.342
H 7.929904 1.906127 2.487135 0.0 0.0 0.0 0.113
H 3.490394 -2.144851 2.465754 0.0 0.0 0.0 0.058
C -0.882343 -3.201666 1.377512 -0.1 0.0 0.0 -0.162
C 6.438619 2.019733 0.957101 0.0 0.0 0.0 -0.018
C 5.160951 1.666617 0.532978 0.0 0.0 0.0 -0.122
H -4.253368 0.235498 -3.178632 0.0 0.0 0.0 0.185
C -0.637050 -2.706447 -2.283274 0.1 0.0 0.0 -0.365
H -3.480756 1.554009 -2.529165 -0.1 -0.1 -0.1 0.154
C -5.634860 1.773199 -2.681718 0.0 0.0 0.0 -0.088
H -3.414810 -2.470457 0.855793 0.0 0.0 0.0 0.096
N 3.734210 -2.244753 -0.877233 -0.1 0.1 0.0 0.074
H -5.476023 1.108540 0.628172 0.0 0.0 0.0 0.133
C -0.129823 -1.005349 -3.551669 -0.1 0.0 -0.1 -0.176
C 2.285984 2.517498 2.027083 0.2 0.0 0.1 -0.043
H -5.482452 -3.828937 1.082759 0.0 0.0 0.0 0.101
H 0.066419 0.022286 -3.819067 0.0 0.0 0.0 0.101
C -4.282651 0.484537 -1.080387 0.0 0.0 0.0 -0.168
H 2.464043 -0.628071 4.991544 0.0 0.0 0.0 0.088
C 3.414403 2.867108 -1.004940 0.0 0.0 0.0 -0.050
C 2.001350 1.297087 1.372279 -0.3 -0.3 -0.1 -0.282
H 5.518255 2.908635 -1.086097 0.0 0.0 0.0 0.125
C 4.859346 0.461325 2.668151 0.0 0.1 0.0 -0.118
C 6.151710 0.845633 3.021129 0.0 0.0 0.0 -0.018
C 3.020213 -0.616111 0.189669 0.0 -0.1 0.0 -0.341
H -3.146598 -7.135854 2.456728 0.0 0.0 0.0 0.106
H 3.380603 3.351661 -1.981833 0.0 0.0 0.0 0.089
C 2.708367 -0.086355 4.076600 0.0 0.0 0.0 -0.053
N -0.723179 -2.608766 0.051174 0.2 -0.1 0.0 -0.068
N 3.051399 0.515565 1.008188 0.0 0.1 0.1 0.133
H 3.316234 2.803443 2.169603 0.0 0.0 0.0 0.123
H 5.203102 -2.185980 2.886029 0.0 0.0 0.0 0.085
N -0.417513 -1.350080 -2.290733 -0.2 -0.1 0.1 -0.074
C 4.138010 -0.445336 3.666029 0.0 0.0 0.0 -0.348
H -5.343260 -6.161986 1.883104 0.0 0.0 0.0 0.104
N -4.365769 0.983354 -2.498083 0.1 0.1 0.0 0.087
H 7.053093 2.629905 0.307421 0.0 0.0 0.0 0.119
H -4.675970 -0.528211 -1.015193 0.0 0.0 0.0 0.164
H -0.707122 3.575940 2.641104 0.0 0.0 0.0 0.115
H -0.914612 -2.378898 2.094980 0.0 0.0 0.0 0.117
C -2.126828 -4.045026 1.512700 0.0 0.0 0.0 -0.238
H -7.037864 0.970330 -1.245405 0.0 0.0 0.0 0.121
H -6.804597 2.709577 -1.098310 0.0 0.0 0.0 0.121
H -1.069225 -4.385705 -0.950987 0.0 0.0 0.0 0.147
C 0.106102 2.964021 2.264503 0.2 0.2 0.1 -0.115
H -4.566343 2.403331 -0.159807 0.0 0.0 0.0 0.136
C -3.212566 -6.116139 2.101851 0.0 0.0 0.0 -0.077
H 0.021555 -2.138843 -5.448780 0.0 0.0 0.0 0.088
C -0.218574 1.776869 1.596237 -0.1 -0.1 0.0 -0.099
C -0.159952 -2.131063 -4.386825 0.0 0.0 0.0 -0.104
H 1.970742 -0.382853 3.329752 0.0 0.0 0.0 0.065
N 4.115751 -1.329491 0.031550 0.0 0.0 -0.1 0.165
Pd -0.185722 -0.539740 -0.312810 0.3 -0.2 -0.2 1.069
N 1.976152 -1.044167 -0.558036 -0.1 0.1 0.0 0.081
H 0.001747 -3.801990 1.615378 0.0 0.0 0.0 0.118
C -5.148092 1.495003 -0.333311 0.0 0.0 0.0 -0.110
H -0.607007 -4.249924 -3.874805 0.0 0.0 0.0 0.100
H -5.363594 2.769075 -3.023595 0.0 0.0 0.0 0.132
H 5.771912 0.447133 -1.785146 0.0 0.0 0.0 0.084
H 6.542881 0.531778 3.980539 0.0 0.0 0.0 0.120
C 6.933563 1.615181 2.183057 0.0 0.0 0.0 -0.045
C 4.903280 1.083063 -1.953386 0.0 0.0 0.0 -0.054
C 4.398993 0.895095 1.420525 0.0 0.0 0.0 -0.142
H 4.016932 0.451360 -2.018854 0.0 -0.1 0.0 0.058
C -0.486165 -3.220978 -3.576187 0.0 0.0 0.0 -0.063
H 2.567176 2.180891 -0.968241 0.0 0.0 0.0 0.067
H -1.095903 -5.785619 2.216605 0.0 0.0 0.0 0.110
N 1.334984 3.399312 2.495838 -0.2 0.0 0.0 0.056
O -2.132044 1.364394 -1.400582 0.1 0.0 -0.1 -0.017
```
Forces are in eV/Å.


Here is a structure of composition C24H42F6InN4O5 from the OMol25 dataset. Energies are from ωB97M-V with the def2-TZVPD basis set.

## Properties
total charge: +1
HOMO energy: -12.7 eV
energy above the lowest of the compared OMol25 structures with the same formula, charge and spin: 16.1 kcal per mole
maximum force: 0.9 eV Å⁻¹
E_tot: -2324.1232 hartree

Geometry as XYZ:
```
82
Properties=species:S:1:pos:R:3:forces:R:3:lowdin_charge:R:1
H -1.168428 -2.327458 2.456988 -0.1 0.1 0.1 0.125
C -2.099702 -2.516254 0.553542 -0.4 0.0 0.4 -0.596
H 2.393457 2.804340 -1.061957 0.1 -0.1 0.0 0.148
H -1.035931 2.937996 -2.343112 0.0 0.0 0.0 0.073
O -2.925444 -3.346440 0.289920 0.2 0.1 0.0 0.148
H 0.558394 -0.438882 3.115774 0.0 0.1 0.1 0.058
C 3.235727 -0.212886 0.658136 0.6 0.2 -0.2 -0.586
H -3.587722 1.327699 -0.594506 0.0 0.0 -0.1 0.135
H -1.641888 2.275505 -3.858643 0.0 0.0 0.0 0.109
N -1.778007 -0.411575 1.785783 0.1 0.0 -0.2 -0.125
H 0.017389 3.153725 -0.464380 0.0 0.1 0.0 0.107
N -1.571080 0.689821 -0.809720 0.2 -0.4 -0.1 0.070
H -2.399221 -1.167385 -2.585006 0.0 0.0 0.0 0.098
C 1.686626 -3.869834 -1.082496 0.2 -0.2 -0.1 -0.412
H -0.485029 -1.382832 4.195535 0.0 0.0 0.0 0.087
H -0.122586 -4.458322 -0.073018 0.0 0.0 0.0 0.085
F -0.262637 -3.798558 -2.432784 0.1 0.0 0.0 0.148
H -2.929558 -2.084623 2.478283 0.0 0.0 0.1 0.152
C -2.980762 0.157318 1.108508 0.2 0.0 0.0 -0.106
H -1.735212 3.943857 1.433491 0.0 0.0 0.0 0.082
C -0.297528 -0.386956 3.796650 -0.1 0.0 -0.1 -0.025
H 0.006827 -0.784823 -2.342283 -0.1 -0.1 -0.2 0.110
H 0.922556 2.101759 -2.435291 0.0 0.0 0.1 0.126
H -0.017621 0.236023 4.643468 0.1 0.0 0.0 0.094
C -1.547548 1.737447 3.121795 0.1 -0.1 -0.1 -0.093
C -2.007612 -1.859505 1.934046 0.0 -0.1 -0.3 -0.102
N 0.085599 1.942167 1.254156 0.1 -0.1 0.0 -0.007
C -0.401245 2.580459 2.508804 -0.2 0.0 0.2 -0.530
C 0.941326 -4.699677 -0.041216 -0.1 0.2 -0.1 0.038
H 1.356596 -4.465640 0.939826 0.0 -0.1 0.0 0.105
O 1.730505 -2.510146 -0.828063 -0.3 0.0 0.0 -0.198
C -2.564056 -0.131351 -2.887777 -0.1 0.0 0.1 0.004
H -0.253072 4.713788 2.021837 0.0 0.0 0.0 0.085
F 3.879833 -3.688855 -2.046624 -0.1 -0.1 0.1 0.170
C 2.948852 0.074705 -0.832087 0.2 -0.2 0.1 -0.117
H -3.529397 -0.662012 0.640418 0.0 0.0 0.0 0.134
H -0.140460 0.148001 -3.809441 0.0 -0.1 0.0 0.140
C -1.537020 0.201264 3.122698 0.0 0.1 0.2 -0.325
H 0.797430 1.283151 1.566955 0.0 0.0 -0.1 0.072
C 2.222378 0.765724 -3.447948 0.0 0.0 0.1 -0.021
H 1.497849 3.462788 3.090883 0.0 0.0 0.0 0.091
H -2.749423 2.546111 -2.521154 0.0 0.0 0.0 0.095
H -3.658935 0.598887 1.841934 -0.1 0.0 0.0 0.138
F 3.319500 -5.636128 -1.275410 0.0 0.1 0.0 0.170
H -1.526055 4.294279 3.150164 0.0 0.0 0.0 0.102
H -2.543255 -0.096670 -3.975820 0.0 0.1 0.0 0.108
C 1.165787 1.039434 -2.375623 0.0 -0.1 -0.3 -0.304
C 1.055698 -4.072346 -2.480106 0.0 0.2 -0.1 -0.550
In 0.631121 -1.253389 0.281884 0.1 0.1 -0.2 1.091
H 1.129764 3.737528 0.763937 0.0 0.1 -0.1 0.124
H 2.898856 -0.886394 -1.341424 0.0 0.1 -0.1 0.113
C 0.773078 2.745551 3.482480 0.0 0.0 -0.1 -0.012
H -1.614428 2.027858 4.172471 -0.1 0.0 0.0 0.135
H 1.298453 1.804628 3.647213 0.0 0.0 0.0 0.081
H -2.402237 -0.073655 3.746523 0.0 0.0 0.0 0.153
H -0.735660 1.071661 -0.331564 0.0 0.1 0.1 0.099
H 1.062149 -5.763439 -0.234555 0.0 0.0 0.1 0.111
N 1.673791 0.819347 -0.967942 -0.5 -0.3 0.2 -0.109
F 1.199168 -5.317950 -2.935620 0.0 0.1 0.0 0.184
O 2.196874 -0.561092 1.413843 -0.8 -0.1 0.1 -0.118
H 0.426818 3.122975 4.444993 0.0 0.0 0.0 0.100
H -2.484017 2.070100 2.669736 0.0 0.0 0.0 0.101
C 3.175120 -4.318654 -1.095167 0.0 0.1 0.1 -0.555
C -1.492245 0.795800 -2.314764 -0.1 0.1 -0.4 -0.479
H 3.805030 0.639697 -1.200063 0.0 0.1 0.0 0.143
O -1.227943 -2.043587 -0.329450 0.8 0.4 0.0 -0.139
F 3.724579 -4.002971 0.091737 0.0 -0.1 -0.2 0.162
C -1.738678 2.225329 -2.774601 0.1 0.0 0.1 0.000
H 3.155862 1.288514 -3.244888 0.0 0.0 0.0 0.091
C -2.693176 1.194655 0.010281 -0.3 -0.1 0.3 -0.076
C -0.106650 0.240213 -2.723597 0.1 0.2 0.4 -0.073
H -2.402208 2.151331 0.434135 0.0 0.0 -0.1 0.105
F 1.589346 -3.228250 -3.385514 -0.1 -0.2 0.1 0.150
H -3.564709 0.169703 -2.571817 0.0 0.0 0.0 0.096
H 2.661925 1.994843 0.471432 0.0 0.0 0.0 0.134
H -1.555410 -0.337484 -0.656129 0.0 0.1 0.0 0.083
C 1.932541 2.138260 -0.325645 -0.1 0.1 0.0 -0.132
C -1.009149 3.964066 2.249511 0.1 -0.1 -0.1 -0.032
C 0.739963 2.832142 0.294922 0.0 0.0 0.0 -0.180
H 1.851826 1.121501 -4.408654 0.0 0.0 0.0 0.097
H 2.430284 -0.300914 -3.540566 0.0 0.0 0.0 0.095
O 4.344099 -0.074989 1.101723 -0.4 -0.1 -0.1 0.143
```
Forces are in eV/Å.